## w
12
Properties=species:S:1:pos:R:3 method="wB97M-V/def2-TZVPD" total_charge=+1 lumo_energy_ev="-5.6 / -5.6" gap_ev="7.581 / 7.586" homo_ev="-13.231 / -13.235"
C 1.68 -2.21 1.64
C -0.48 1.09 -0.99
C 0.31 0.87 0.18
N 0.68 -1.55 1.63
N -2.07 1.43 -2.69
N -0.04 -0.55 1.49
N -1.18 1.23 -1.92
H 2.40 -2.92 1.90
H 1.28 0.41 -0.06
H 0.29 1.81 0.93
H -1.82 1.11 -3.59
H -1.04 -0.73 1.47


## x
12
Properties=species:S:1:pos:R:3 method="wB97M-V/def2-TZVPD" total_charge=+1 lumo_energy_ev=-7.0 gap_ev=9.027 homo_ev=-16.036
H -0.32 2.90 -0.96
N 0.60 2.68 -0.57
C 0.60 1.52 -0.17
C 1.62 0.88 0.56
N 2.25 0.07 1.10
N -0.37 0.44 -0.38
N -0.08 -0.63 0.24
C -0.77 -1.81 0.39
H -1.18 0.49 -0.97
H -1.85 -1.98 0.09
H -0.21 -2.29 1.24
H -0.29 -2.28 -0.56


## y
12
Properties=species:S:1:pos:R:3 method="wB97M-V/def2-TZVPD" total_charge=+1 lumo_energy_ev="-6.9 / -6.7" gap_ev="9.481 / 6.221" homo_ev="-16.379 / -12.927"
C 0.48 -1.14 0.60
C -2.54 -0.28 0.94
C 2.07 0.83 -1.48
N 0.21 0.87 -0.15
N 1.55 -0.97 -0.13
N -0.33 -0.02 0.60
N 1.28 0.30 -0.60
H 0.39 -1.82 1.33
H -3.12 0.55 0.92
H -2.23 -1.02 1.71
H 2.83 0.33 -1.97
H 1.98 1.80 -1.89


Stability ranking, top and bottom: x is the most stable and y is the least stable.


## w
14
Properties=species:S:1:pos:R:3 method="wB97M-V/def2-TZVPD" total_charge=-2 lumo_energy_ev=5.8 gap_ev=6.084 homo_ev=-0.264
C -0.14 -0.81 0.13
O -1.46 -0.58 0.57
C 0.48 0.38 -0.65
C 1.76 -0.05 -1.34
S 2.67 1.38 -2.10
H 0.48 -1.01 1.01
H -0.16 -1.68 -0.52
H 0.73 1.15 0.08
H -0.33 0.70 -1.29
H 1.56 -0.83 -2.09
H 2.52 -0.44 -0.66
H -1.86 -0.12 1.30
H -2.75 0.91 2.49
O -3.50 1.02 3.06


## x
14
Properties=species:S:1:pos:R:3 method="wB97M-V/def2-TZVPD" total_charge=-2 lumo_energy_ev=5.8 gap_ev=5.989 homo_ev=-0.146
C -0.50 0.30 -0.50
O -1.34 1.36 0.12
C 1.02 0.58 -0.21
C 1.84 -0.70 -0.51
S 3.64 -0.47 -0.99
H -0.66 -0.66 -0.03
H -0.70 0.30 -1.64
H 0.92 0.88 0.88
H 1.34 1.46 -0.76
H 1.50 -1.50 -1.27
H 1.81 -1.21 0.45
H -2.11 0.90 0.52
H -3.31 -0.95 1.63
O -3.45 -0.27 2.31


Stability ranking, top and bottom: x is the most stable and w is the least stable.


## w
33
Properties=species:S:1:pos:R:3 method="wB97M-V/def2-TZVPD" total_charge=0 lumo_energy_ev=0.6 smiles="C[C@H](N)C(=O)N[C@@H](Cc1ccccc1)C(=O)O" gap_ev=9.767 homo_ev=-9.131
C -2.24 0.03 -2.23
C -2.62 0.26 -0.73
N -3.90 0.99 -0.61
C -1.50 1.18 -0.22
O -1.67 2.37 -0.43
N -0.48 0.72 0.51
C -0.18 -0.46 1.17
C 1.40 -0.57 1.33
C 2.14 -0.69 -0.01
C 2.93 0.38 -0.51
C 3.36 0.37 -1.92
C 3.20 -0.81 -2.67
C 2.53 -1.88 -2.10
C 1.90 -1.80 -0.83
C -0.65 -0.29 2.66
O -0.02 0.33 3.45
O -1.87 -0.62 2.89
H -1.25 -0.48 -2.23
H -2.14 0.99 -2.58
H -2.93 -0.63 -2.93
H -2.85 -0.65 -0.15
H -4.53 0.65 -1.26
H -3.70 1.97 -0.84
H 0.07 1.57 0.59
H -0.75 -1.34 0.81
H 1.69 0.34 1.76
H 1.64 -1.43 2.04
H 3.27 1.25 0.03
H 4.07 1.22 -2.25
H 3.47 -0.85 -3.71
H 2.15 -2.66 -2.68
H 1.43 -2.71 -0.52
H -1.99 -0.18 3.71


## x
33
Properties=species:S:1:pos:R:3 method="wB97M-V/def2-TZVPD" total_charge=0 lumo_energy_ev=0.5 smiles="C[C@H](NC(=O)[C@@H](N)Cc1ccccc1)C(=O)O" gap_ev=9.582 homo_ev=-9.035
C -0.17 -1.80 -3.28
C 0.54 -1.28 -2.08
N 0.27 -2.16 -0.91
C 0.55 -2.12 0.43
O -0.01 -2.93 1.23
C 1.53 -1.06 1.10
N 2.44 -0.22 0.30
C 0.67 -0.27 2.23
C -0.21 0.78 1.72
C 0.10 2.20 1.73
C -0.74 3.06 0.97
C -2.06 2.84 0.52
C -2.44 1.58 0.93
C -1.66 0.56 1.56
C 0.34 0.19 -1.83
O 1.15 1.08 -1.93
O -0.92 0.55 -1.50
H -1.33 -1.77 -3.30
H -0.10 -2.92 -3.25
H 0.18 -1.41 -4.28
H 1.68 -1.46 -2.22
H -0.51 -2.75 -0.88
H 2.34 -1.62 1.69
H 2.12 0.60 -0.16
H 2.88 -0.80 -0.44
H 0.02 -1.18 2.56
H 1.43 -0.06 3.11
H 1.04 2.42 2.25
H -0.27 3.97 0.97
H -2.61 3.71 0.18
H -3.53 1.34 0.80
H -2.11 -0.40 1.85
H -0.77 1.40 -1.11


Stability ranking, top and bottom: w is the most stable and x is the least stable.


## w
93
Properties=species:S:1:pos:R:3 method="wB97M-V/def2-TZVPD" total_charge=-1 lumo_energy_ev=2.3 gap_ev=9.401 homo_ev=-7.091
B 0.59 0.09 0.75
F 1.14 1.37 0.59
F 0.29 -0.10 2.11
F -0.61 0.10 0.06
F 1.48 -0.82 0.32
C -1.49 -3.61 0.88
C -2.60 -3.37 1.83
O -3.52 -4.02 2.10
C -2.45 -2.03 2.66
H -1.41 -2.90 0.12
H -1.62 -4.58 0.45
H -0.44 -3.70 1.24
H -2.79 -1.16 2.04
H -1.51 -2.04 3.15
H -3.23 -2.07 3.44
C 3.24 -1.58 5.61
C 4.15 -0.67 4.73
O 5.12 -0.12 5.26
C 3.77 -0.38 3.26
H 3.86 -2.51 5.49
H 2.17 -1.78 5.11
H 2.91 -1.22 6.59
H 4.53 -0.76 2.61
H 3.52 0.60 2.67
H 2.89 -0.76 3.03
C 7.81 1.81 1.57
O 7.18 3.06 1.51
P 6.62 3.65 0.13
O 7.55 3.61 -0.94
O 5.50 2.62 -0.23
C 4.27 2.49 0.43
O 5.86 5.02 0.48
C 6.85 6.15 0.52
H 8.55 1.97 2.35
H 8.29 1.52 0.71
H 7.16 1.09 1.92
H 3.91 1.60 0.04
H 3.62 3.34 0.03
H 4.20 2.74 1.39
H 7.48 6.08 -0.27
H 7.42 6.12 1.53
H 6.35 7.08 0.49
C -6.19 1.12 -3.73
O -4.80 0.73 -3.90
P -3.82 0.51 -2.57
O -3.47 1.89 -2.02
O -4.64 -0.27 -1.35
C -4.65 0.20 -0.14
O -2.47 -0.19 -3.15
C -1.97 -1.35 -2.58
H -6.69 0.72 -2.84
H -6.69 0.95 -4.55
H -6.34 2.15 -3.38
H -5.28 0.96 0.00
H -3.68 0.61 0.19
H -4.99 -0.52 0.48
H -0.94 -1.49 -2.86
H -2.51 -2.19 -2.98
H -2.29 -1.43 -1.54
C 1.35 -3.39 -1.40
O 1.16 -4.49 -2.26
P -0.09 -5.38 -2.17
O -1.32 -4.62 -2.33
O 0.00 -6.42 -3.42
C 0.29 -5.92 -4.69
O -0.32 -6.32 -0.78
C -1.40 -7.33 -0.82
H 0.34 -2.84 -1.23
H 1.93 -2.65 -1.73
H 1.45 -3.67 -0.30
H 0.19 -6.51 -5.48
H 1.37 -5.49 -4.56
H -0.26 -5.08 -4.88
H -0.99 -7.90 -1.63
H -2.36 -6.71 -1.07
H -1.57 -7.59 0.23
C -3.38 3.38 1.88
O -3.62 3.24 0.46
P -3.18 4.40 -0.64
O -3.35 5.66 0.04
O -1.67 4.26 -1.02
C -0.68 3.55 -0.18
O -4.17 4.47 -1.99
C -5.62 4.63 -1.82
H -4.06 2.53 2.21
H -3.90 4.29 2.22
H -2.28 3.35 2.26
H -0.50 4.00 0.78
H 0.29 3.39 -0.69
H -1.11 2.54 -0.04
H -5.79 4.64 -2.96
H -5.93 5.70 -1.43
H -6.03 3.87 -1.33


## x
93
Properties=species:S:1:pos:R:3 method="wB97M-V/def2-TZVPD" total_charge=-1 lumo_energy_ev=2.4 gap_ev=9.186 homo_ev=-6.781
B 0.77 -1.52 -0.04
F 0.96 -2.76 -0.47
F -0.25 -1.42 1.01
F 1.88 -0.86 0.58
F 0.15 -0.67 -1.06
C -0.73 -1.64 -5.49
C 0.37 -2.51 -4.87
O 1.49 -2.65 -5.39
C 0.06 -3.34 -3.70
H -0.14 -1.30 -6.47
H -1.25 -0.90 -4.78
H -1.53 -2.47 -5.72
H 0.84 -3.77 -3.30
H -0.76 -4.03 -3.73
H -0.24 -2.68 -2.78
C 3.50 -1.66 -2.94
C 3.88 -2.99 -2.20
O 3.87 -4.00 -2.77
C 4.30 -2.90 -0.71
H 4.42 -0.99 -2.86
H 2.43 -1.38 -2.58
H 3.42 -1.87 -3.99
H 4.55 -2.00 -0.39
H 5.24 -3.46 -0.52
H 3.29 -3.07 -0.21
C 1.78 -3.16 5.29
O 1.79 -4.58 5.02
P 0.46 -5.56 4.62
O -0.64 -4.91 5.49
O 0.09 -5.30 3.16
C 0.32 -4.17 2.49
O 0.73 -7.04 5.03
C -0.30 -7.85 5.68
H 1.68 -3.10 6.24
H 0.73 -2.68 4.96
H 2.64 -2.82 4.90
H 0.20 -4.47 1.20
H 1.47 -3.78 2.39
H -0.56 -3.49 2.81
H -1.12 -7.94 5.05
H -0.66 -7.38 6.59
H 0.09 -8.86 5.70
C 0.04 6.12 -0.23
O -1.03 5.25 -0.29
P -0.71 3.68 -0.47
O -0.79 3.44 -1.92
O 0.78 3.51 0.07
C 1.39 2.28 0.26
O -1.69 2.66 0.33
C -2.43 1.67 -0.29
H -0.18 7.10 0.03
H 0.23 6.30 -1.34
H 0.86 5.80 0.20
H 1.32 1.67 -0.76
H 0.74 1.52 0.99
H 2.40 2.36 0.55
H -3.25 2.21 -0.77
H -2.88 1.05 0.42
H -1.92 1.09 -1.10
C 1.21 0.74 -4.11
O 0.71 2.05 -4.12
P -0.70 2.36 -4.67
O -0.72 1.97 -6.09
O -1.90 1.63 -3.96
C -3.25 1.73 -4.42
O -1.04 3.92 -4.70
C 0.01 4.88 -5.00
H 1.20 0.36 -5.14
H 0.64 -0.08 -3.67
H 2.19 0.74 -3.76
H -3.33 2.43 -5.22
H -3.80 1.77 -3.57
H -3.57 1.09 -5.07
H -0.39 5.78 -5.54
H 0.79 4.63 -5.68
H 0.37 5.20 -4.00
C -0.89 0.39 3.36
O -0.72 1.51 4.34
P -1.75 2.72 4.52
O -1.76 3.14 5.88
O -1.08 3.99 3.68
C -0.12 4.62 4.41
O -3.15 2.67 3.79
C -4.41 2.69 4.53
H -1.51 0.90 2.57
H -1.27 -0.28 3.99
H 0.01 0.02 2.99
H -0.54 5.14 5.29
H 0.35 5.53 3.96
H 0.61 3.82 4.44
H -4.18 2.35 5.63
H -5.32 2.09 3.98
H -4.81 3.74 4.45


Stability ranking, top and bottom: w is the most stable and x is the least stable.


## w
22
Properties=species:S:1:pos:R:3 method="wB97M-V/def2-TZVPD" total_charge=0 lumo_energy_ev=0.8 smiles="C=C/C=C/CCC.O" gap_ev=10.189 homo_ev=-9.436
C -2.35 -0.70 1.20
C -1.73 0.36 1.71
C -0.60 1.03 1.00
C 0.68 0.72 1.07
C 1.74 1.42 0.28
C 2.08 0.75 -1.05
C 2.58 -0.69 -0.94
H -2.08 -1.19 0.28
H -3.21 -1.12 1.72
H -2.00 0.77 2.67
H -0.89 1.86 0.36
H 1.03 -0.11 1.66
H 1.49 2.47 0.11
H 2.66 1.48 0.87
H 1.23 0.82 -1.72
H 2.85 1.36 -1.55
H 3.50 -0.73 -0.35
H 2.81 -1.04 -1.96
H 1.82 -1.33 -0.51
O -2.37 -1.85 -2.15
H -1.95 -2.32 -2.89
H -2.15 -2.41 -1.39


## x
22
Properties=species:S:1:pos:R:3 method="wB97M-V/def2-TZVPD" total_charge=0 lumo_energy_ev=0.8 smiles="C=C/C=C/CCC.O" gap_ev=9.590 homo_ev=-8.803
C 2.00 -0.60 -1.76
C 1.93 -1.30 -0.64
C 1.23 -0.73 0.55
C 0.99 0.56 0.79
C 0.04 1.06 1.83
C -1.49 1.01 1.45
C -1.76 1.30 -0.01
H 1.80 0.42 -2.08
H 2.52 -1.03 -2.62
H 2.31 -2.29 -0.42
H 0.81 -1.46 1.25
H 1.30 1.32 0.09
H 0.15 0.56 2.80
H 0.27 2.10 2.09
H -1.76 0.04 1.87
H -1.93 1.80 2.06
H -1.02 2.03 -0.33
H -2.80 1.61 -0.08
H -1.62 0.49 -0.73
O -0.99 -2.23 -2.39
H -1.36 -3.01 -1.95
H -0.63 -1.64 -1.75


Stability ranking, top and bottom: w is the most stable and x is the least stable.


## w
29
Properties=species:S:1:pos:R:3 method="wB97M-V/def2-TZVPD" total_charge=0 lumo_energy_ev=1.0 gap_ev=8.057 homo_ev=-7.060
C 1.71 -0.26 0.49
C 0.47 -0.27 -0.32
C -0.24 -0.50 0.96
C -1.91 0.77 -0.71
C 0.08 1.01 -0.95
C 2.23 0.92 1.27
C 2.73 -1.35 0.30
C -0.71 -1.84 1.45
C -2.25 0.01 -1.98
N -2.47 2.09 -0.72
H 0.41 -1.12 -1.00
H -0.46 0.35 1.60
H -2.36 0.25 0.13
H -2.39 2.55 0.18
H -2.06 2.68 -1.43
H 0.38 1.15 -1.99
H 0.23 1.90 -0.34
H 1.45 1.66 1.48
H 2.64 0.60 2.23
H 3.05 1.41 0.73
H 3.65 -0.95 -0.13
H 2.99 -1.82 1.25
H 2.37 -2.14 -0.36
H -1.80 -1.85 1.53
H -0.40 -2.64 0.77
H -0.33 -2.08 2.44
H -1.81 -0.99 -1.95
H -3.33 -0.10 -2.08
H -1.87 0.52 -2.86


## x
29
Properties=species:S:1:pos:R:3 method="wB97M-V/def2-TZVPD" total_charge=0 lumo_energy_ev=0.9 gap_ev=8.950 homo_ev=-8.081
C -0.03 1.71 -0.76
C -0.17 0.32 -0.22
C 0.85 -0.47 0.03
N 2.24 0.00 -0.21
C 3.13 -1.09 -0.53
C 2.76 0.84 0.84
C -1.64 -0.22 0.05
C -2.43 0.86 0.80
C -1.68 -1.50 0.87
C -2.30 -0.49 -1.31
H -0.13 2.46 0.03
H -0.78 1.92 -1.51
H 0.96 1.82 -1.21
H 0.79 -1.49 0.37
H 3.27 -1.79 0.31
H 4.11 -0.69 -0.79
H 2.75 -1.64 -1.39
H 2.97 0.27 1.76
H 3.70 1.30 0.51
H 2.05 1.63 1.07
H -2.51 1.78 0.22
H -3.44 0.51 1.01
H -1.95 1.09 1.75
H -1.24 -2.34 0.33
H -2.71 -1.76 1.10
H -1.15 -1.37 1.82
H -3.31 -0.87 -1.17
H -2.37 0.41 -1.91
H -1.73 -1.23 -1.86


Stability ranking, top and bottom: x is the most stable and w is the least stable.


## w
12
Properties=species:S:1:pos:R:3 method="wB97M-V/def2-TZVPD" total_charge=+1 lumo_energy_ev=-5.8 gap_ev=8.122 homo_ev=-13.873
H -0.39 2.11 -0.78
N -1.17 1.71 -0.19
C -1.41 0.54 0.18
C -0.64 -0.79 -0.11
N 0.72 -0.57 -0.30
C 1.62 -0.17 0.53
Cl 3.18 0.22 -0.06
H -2.36 0.33 0.75
H -0.95 -1.48 0.78
H -1.01 -1.07 -1.04
H 1.04 -0.54 -1.30
H 1.38 -0.29 1.55


## x
12
Properties=species:S:1:pos:R:3 method="wB97M-V/def2-TZVPD" total_charge=+1 lumo_energy_ev="-5.2 / -5.2" gap_ev="6.833 / 6.833" homo_ev="-12.032 / -12.032"
C 2.72 0.23 -0.15
C -1.84 -0.14 0.75
C 1.66 0.77 -0.78
N 3.53 -0.26 0.59
N -2.74 -0.17 -0.23
Cl 0.28 -0.31 -0.84
H -1.43 0.83 1.07
H 1.31 1.64 -1.28
H -1.74 -1.00 1.31
H -2.89 0.60 -0.84
H 4.11 -1.06 0.82
H -2.97 -1.14 -0.42


Stability ranking, top and bottom: w is the most stable and x is the least stable.


## w
17
Properties=species:S:1:pos:R:3 method="wB97M-V/def2-TZVPD" total_charge=+1 lumo_energy_ev=-5.0 gap_ev=10.563 homo_ev=-15.544
C 0.11 0.51 -0.69
C 0.64 0.03 0.58
C -1.05 1.46 -1.00
C 0.30 0.60 1.94
C 0.09 -2.00 -0.56
O -0.37 -0.79 -0.11
H 1.28 0.20 -2.15
H 1.64 -0.34 0.49
H -1.90 1.26 -0.32
H -1.30 1.33 -2.01
H -0.79 2.57 -0.83
H 0.24 -0.31 2.73
H -0.59 1.09 1.98
H 1.04 1.30 2.31
H -0.02 -2.90 0.07
H -0.47 -2.15 -1.55
H 1.16 -1.83 -0.88


## x
17
Properties=species:S:1:pos:R:3 method="wB97M-V/def2-TZVPD" total_charge=+1 lumo_energy_ev=-6.4 gap_ev=7.916 homo_ev=-14.346
C -2.61 0.73 -0.09
C 2.04 0.69 -0.13
C -0.11 -1.70 0.19
C 0.53 0.69 0.31
C -0.37 -0.35 -0.42
O -1.75 -0.17 -0.37
H -3.62 0.51 -0.33
H -2.21 1.75 -0.12
H 0.78 -0.23 -0.95
H 2.59 -0.19 0.15
H 2.46 1.48 0.43
H -0.89 -2.38 -0.07
H 0.68 -2.17 -0.31
H 0.22 -1.67 1.29
H 0.33 0.51 1.39
H 0.10 1.71 0.34
H 1.84 0.79 -1.30


Stability ranking, top and bottom: w is the most stable and x is the least stable.